Entry 1:
{"formula": "C25H39FN2O11S2", "method": "the ωB97M-V functional and the def2-TZVPD basis", "spin_multiplicity": 1, "homo_lumo_gap_ev": 7.36, "smiles": "COCCCCCCCCCc1cnc2ccc(S(C)(=O)=O)c(S(=O)(=O)F)c2n1.COC(=O)OC.COC(=O)OC", "e_lumo_ev": -2.407, "elements": ["C", "O", "C", "C", "C", "C", "C", "C", "C", "C", "C", "C", "C", "N", "C", "C", "C", "C", "S", "C", "O", "O", "C", "S", "O", "O", "F", "C", "N", "H", "H", "H", "H", "H", "H", "H", "H", "H", "H", "H", "H", "H", "H", "H", "H", "H", "H", "H", "H", "H", "H", "H", "H", "H", "H", "H", "C", "O", "C", "O", "O", "C", "H", "H", "H", "H", "H", "H", "C", "O", "C", "O", "O", "C", "H", "H", "H", "H", "H", "H"], "positions_angstrom": [[5.70, -3.66, -0.59], [6.43, -4.52, -1.51], [7.42, -3.77, -2.24], [6.77, -2.68, -3.27], [7.65, -1.33, -3.19], [6.93, -0.03, -3.79], [5.70, 0.50, -2.88], [5.86, 2.12, -2.80], [4.72, 2.81, -1.87], [5.05, 2.49, -0.33], [3.72, 2.21, 0.56], [2.84, 1.02, -0.08], [3.38, -0.44, -0.16], [2.73, -1.58, -0.73], [1.46, -1.14, -1.24], [0.59, -2.25, -1.97], [-0.80, -2.00, -2.58], [-1.41, -0.54, -2.46], [-3.11, -0.33, -3.17], [-3.95, -2.01, -3.22], [-3.06, 0.12, -4.63], [-4.03, 0.56, -2.38], [-0.58, 0.60, -1.77], [-1.37, 2.27, -1.72], [-2.01, 2.66, -3.04], [-0.44, 3.39, -1.34], [-2.60, 2.28, -0.55], [0.85, 0.27, -1.16], [1.55, 1.37, -0.56], [5.47, -4.19, 0.40], [4.70, -3.40, -1.11], [6.21, -2.66, -0.38], [8.00, -4.54, -2.87], [8.16, -3.21, -1.57], [5.66, -2.48, -3.06], [6.82, -3.17, -4.31], [8.60, -1.51, -3.82], [8.00, -1.13, -2.11], [7.74, 0.79, -3.86], [6.56, -0.27, -4.85], [5.66, 0.04, -1.84], [4.74, 0.33, -3.50], [6.92, 2.37, -2.40], [5.75, 2.50, -3.88], [4.77, 3.94, -2.03], [3.70, 2.45, -2.23], [5.72, 1.57, -0.20], [5.56, 3.42, 0.10], [3.05, 3.15, 0.62], [3.96, 1.90, 1.64], [4.43, -0.63, 0.27], [1.00, -3.33, -2.05], [-1.35, -2.85, -3.10], [-3.42, -2.79, -2.54], [-3.96, -2.42, -4.29], [-5.03, -1.95, -2.82], [-4.85, 0.35, 0.52], [-5.50, 0.70, 1.75], [-4.72, 0.58, 2.84], [-3.57, 0.22, 2.85], [-5.45, 0.94, 3.91], [-4.74, 0.87, 5.15], [-5.57, 0.48, -0.28], [-4.00, 1.00, 0.34], [-4.54, -0.70, 0.54], [-3.89, 1.54, 5.15], [-4.43, -0.16, 5.35], [-5.43, 1.18, 5.94], [-10.77, 2.02, 8.21], [-9.67, 2.01, 7.31], [-9.73, 1.05, 6.37], [-10.61, 0.24, 6.24], [-8.64, 1.16, 5.60], [-8.57, 0.20, 4.55], [-10.62, 2.83, 8.93], [-11.70, 2.21, 7.68], [-10.83, 1.08, 8.77], [-9.41, 0.31, 3.86], [-8.54, -0.82, 4.95], [-7.65, 0.37, 3.99]]}

Entry 2:
{"formula": "C7H12", "method": "the ωB97M-V functional and the def2-TZVPD basis", "relative_energy_kj_mol": 382.1, "spin_multiplicity": 1, "homo_lumo_gap_ev": 8.42, "e_lumo_ev": 0.322, "elements": ["C", "C", "C", "C", "C", "C", "C", "H", "H", "H", "H", "H", "H", "H", "H", "H", "H", "H", "H"], "positions_angstrom": [[-2.23, -0.13, 0.18], [-1.20, -0.64, -0.79], [0.09, 0.01, -1.00], [0.56, 1.25, -0.27], [2.00, 1.12, 0.23], [0.36, -1.33, 1.12], [0.07, -1.41, -0.27], [-2.77, 0.73, -0.26], [-2.97, -0.91, 0.41], [-1.77, 0.19, 1.12], [-1.61, -1.16, -1.66], [0.53, -0.12, -1.99], [0.47, 2.09, -0.98], [-0.11, 1.47, 0.57], [2.70, 0.89, -0.59], [2.33, 2.04, 0.71], [2.05, 0.31, 0.97], [1.00, -2.20, 1.37], [0.39, -2.22, -0.93]]}

Entry 3:
{"formula": "C6H9N2O2S", "method": "the ωB97M-V functional and the def2-TZVPD basis", "total_charge": 1, "relative_energy_kj_mol": 0.0, "spin_multiplicity": 3, "homo_lumo_gap_ev": [8.20, 6.03], "s2": 2.016, "e_lumo_ev": [-3.275, -8.285], "elements": ["C", "C", "C", "C", "C", "C", "N", "N", "O", "O", "S", "H", "H", "H", "H", "H", "H", "H", "H", "H"], "positions_angstrom": [[2.68, -1.44, 0.18], [0.59, -0.65, 0.04], [3.07, -0.40, -0.72], [-3.05, 0.48, -0.45], [-2.81, 0.53, 0.99], [-1.59, 0.48, 0.04], [1.41, -1.63, 0.38], [-0.76, -0.63, -0.08], [2.09, 1.28, 1.22], [1.09, 1.61, -1.06], [1.68, 0.84, -0.07], [3.49, -1.93, 0.82], [3.99, -0.04, -0.56], [2.90, -0.47, -1.76], [-3.33, -0.46, -0.89], [-3.38, 1.51, -0.96], [-2.93, 1.51, 1.43], [-2.86, -0.43, 1.46], [-0.92, 1.29, 0.00], [-1.35, -1.45, -0.01]]}

Entry 4:
{"formula": "C2H4N3", "method": "the ωB97M-V functional and the def2-TZVPD basis", "total_charge": 1, "relative_energy_kj_mol": 551.7, "spin_multiplicity": 1, "homo_lumo_gap_ev": [9.98, 9.98], "e_lumo_ev": [-7.547, -7.547], "elements": ["C", "C", "N", "N", "N", "H", "H", "H", "H"], "positions_angstrom": [[-0.38, 0.29, -0.15], [-0.75, -0.26, 1.06], [-0.63, 0.69, -1.31], [0.52, 0.46, -1.92], [1.29, 0.22, -0.93], [-0.75, 0.45, 1.96], [0.08, -0.79, 1.44], [-1.55, -0.84, 1.01], [2.18, -0.23, -1.16]]}

Entry 5:
{"formula": "C24H32FN2O3", "method": "the ωB97M-V functional and the def2-TZVPD basis", "total_charge": 1, "spin_multiplicity": 1, "homo_lumo_gap_ev": 8.29, "e_lumo_ev": -2.839, "elements": ["C", "C", "F", "C", "C", "C", "C", "C", "C", "C", "O", "C", "C", "C", "N", "C", "C", "C", "C", "O", "H", "H", "H", "H", "H", "H", "H", "H", "H", "H", "H", "H", "C", "C", "N", "C", "C", "C", "C", "C", "O", "C", "H", "H", "H", "H", "H", "H", "H", "H", "H", "H", "H", "H", "H", "H", "H", "H", "H", "H", "H", "H"], "positions_angstrom": [[4.22, -0.20, -1.70], [3.87, 1.01, -2.54], [5.05, 1.73, -2.75], [3.29, 0.63, -3.89], [4.12, 0.73, -5.01], [3.67, 0.36, -6.27], [2.39, -0.13, -6.44], [1.55, -0.25, -5.34], [1.99, 0.13, -4.06], [1.03, 0.03, -2.92], [1.25, 0.55, -1.83], [-0.23, -0.73, -3.14], [-1.01, -1.02, -2.03], [-2.20, -1.72, -2.17], [-3.02, -2.08, -1.05], [-2.61, -2.13, -3.44], [-1.85, -1.82, -4.55], [-0.65, -1.13, -4.41], [0.18, -0.81, -5.59], [-0.22, -0.99, -6.72], [4.95, 0.08, -0.95], [4.65, -0.98, -2.32], [3.33, -0.60, -1.22], [3.18, 1.67, -2.02], [5.12, 1.12, -4.89], [4.32, 0.46, -7.13], [2.02, -0.42, -7.41], [-0.68, -0.68, -1.06], [-2.46, -2.14, -0.21], [-3.76, -1.41, -0.90], [-3.52, -2.69, -3.54], [-2.16, -2.12, -5.54], [-0.52, -0.59, 1.72], [-0.21, -0.31, 3.17], [-0.37, 1.13, 3.59], [0.61, 1.96, 2.80], [0.06, 1.28, 5.04], [-0.74, 0.56, 6.11], [-1.73, 1.72, 3.31], [-2.97, 1.04, 3.85], [-3.11, -0.25, 3.30], [-3.78, -1.20, 4.13], [0.15, -0.06, 1.04], [-0.37, -1.65, 1.54], [-1.55, -0.35, 1.46], [0.83, -0.56, 3.40], [-0.85, -0.91, 3.82], [1.61, 1.56, 2.95], [0.56, 2.98, 3.16], [0.34, 1.93, 1.75], [0.07, 2.36, 5.23], [1.09, 0.93, 5.05], [-1.63, 1.11, 6.40], [-0.12, 0.49, 6.99], [-1.03, -0.45, 5.83], [-1.80, 1.77, 2.22], [-1.69, 2.74, 3.69], [-3.80, 1.67, 3.52], [-2.99, 1.02, 4.93], [-4.40, -0.71, 4.88], [-3.05, -1.85, 4.63], [-4.42, -1.81, 3.50]]}

Entry 6:
{"formula": "C5H9FNS", "method": "the ωB97M-V functional and the def2-TZVPD basis", "total_charge": 1, "relative_energy_kj_mol": 181.2, "spin_multiplicity": 3, "homo_lumo_gap_ev": [7.51, 6.09], "s2": 2.008, "e_lumo_ev": [-3.701, -7.904], "elements": ["C", "C", "C", "C", "C", "N", "F", "S", "H", "H", "H", "H", "H", "H", "H", "H", "H"], "positions_angstrom": [[2.22, 0.14, -0.54], [0.94, 0.76, 0.11], [-0.74, -0.38, -1.35], [2.56, 0.64, 0.85], [-2.93, -0.64, 0.76], [-0.56, 0.24, -0.22], [2.82, -0.23, 1.82], [-1.47, 0.26, 1.20], [2.28, -0.95, -0.56], [2.38, 0.60, -1.51], [0.89, 1.75, -0.28], [0.18, -0.49, -1.96], [-1.67, -0.88, -1.52], [2.96, 1.58, 0.90], [-2.80, -1.72, 0.80], [-3.57, -0.50, -0.07], [-3.50, -0.19, 1.56]]}

Entry 7:
{"formula": "C34H40BBr4F4InNO4", "method": "the ωB97M-V functional and the def2-TZVPD basis", "total_charge": -1, "relative_energy_kj_mol": 0.0, "spin_multiplicity": 1, "homo_lumo_gap_ev": 4.72, "e_lumo_ev": -0.078, "elements": ["In", "C", "C", "C", "C", "C", "C", "C", "N", "C", "C", "C", "C", "C", "C", "O", "C", "C", "C", "C", "C", "C", "C", "C", "C", "O", "C", "C", "C", "C", "C", "C", "H", "H", "H", "H", "H", "H", "H", "H", "H", "H", "H", "H", "H", "H", "H", "H", "H", "H", "H", "H", "H", "H", "H", "H", "H", "H", "H", "H", "H", "H", "H", "H", "H", "H", "H", "H", "H", "H", "H", "H", "Br", "C", "C", "Br", "C", "Br", "C", "O", "C", "O", "C", "Br", "F", "B", "F", "F", "F"], "positions_angstrom": [[-1.33, 0.91, 1.73], [2.31, 2.73, -5.10], [2.21, 1.53, -4.16], [1.64, 0.35, -4.96], [3.62, 1.18, -3.67], [1.33, 1.82, -2.94], [1.05, 0.82, -2.06], [0.29, 1.06, -0.89], [-0.13, 0.14, -0.04], [0.16, -1.14, 0.12], [1.36, -1.78, -0.32], [1.62, -3.07, 0.03], [0.65, -3.77, 0.83], [-0.49, -3.22, 1.32], [-0.80, -1.86, 0.96], [-1.86, -1.27, 1.31], [-1.42, -3.97, 2.28], [-0.87, -5.37, 2.60], [-1.51, -3.20, 3.61], [-2.81, -4.13, 1.66], [2.94, -3.75, -0.30], [3.64, -4.13, 1.02], [3.87, -2.85, -1.10], [2.66, -5.02, -1.12], [-0.19, 2.41, -0.60], [-0.75, 2.67, 0.50], [-0.03, 3.41, -1.63], [0.76, 3.11, -2.70], [-0.74, 4.76, -1.49], [-0.55, 5.62, -2.74], [-0.23, 5.55, -0.28], [-2.25, 4.49, -1.34], [2.95, 2.47, -5.95], [1.34, 3.03, -5.49], [2.77, 3.59, -4.60], [2.24, 0.19, -5.86], [1.65, -0.57, -4.39], [0.61, 0.56, -5.26], [4.28, 0.97, -4.52], [4.05, 2.02, -3.11], [3.61, 0.31, -3.01], [1.36, -0.19, -2.28], [2.10, -1.18, -0.80], [0.89, -4.79, 1.10], [0.11, -5.30, 3.07], [-1.55, -5.86, 3.29], [-0.79, -5.99, 1.70], [-0.51, -2.94, 3.97], [-2.07, -2.28, 3.50], [-2.00, -3.82, 4.36], [-2.76, -4.71, 0.73], [-3.47, -4.66, 2.36], [-3.25, -3.16, 1.44], [3.75, -3.24, 1.65], [3.08, -4.87, 1.58], [4.63, -4.54, 0.81], [4.13, -1.95, -0.53], [4.80, -3.38, -1.31], [3.43, -2.55, -2.05], [2.00, -5.70, -0.60], [2.20, -4.76, -2.08], [3.60, -5.54, -1.32], [0.93, 3.88, -3.44], [0.50, 5.88, -2.89], [-0.92, 5.12, -3.64], [-1.10, 6.55, -2.61], [0.84, 5.78, -0.40], [-0.78, 6.49, -0.21], [-0.36, 5.00, 0.64], [-2.63, 3.91, -2.19], [-2.47, 3.94, -0.42], [-2.80, 5.43, -1.30], [-7.78, 2.57, 3.90], [-5.98, 2.01, 3.85], [-5.35, 1.55, 5.00], [-6.29, 1.45, 6.63], [-4.01, 1.16, 4.93], [-3.09, 0.53, 6.46], [-3.28, 1.21, 3.75], [-2.01, 0.86, 3.70], [-3.94, 1.65, 2.56], [-3.27, 1.66, 1.43], [-5.26, 2.05, 2.65], [-6.06, 2.66, 1.05], [0.64, -0.38, 2.77], [1.59, 0.69, 2.73], [2.43, 0.64, 3.82], [2.30, 0.63, 1.53], [0.78, 1.87, 2.73]]}

Entry 8:
{"formula": "C8H15BrOSi", "method": "the ωB97M-V functional and the def2-TZVPD basis", "spin_multiplicity": 3, "homo_lumo_gap_ev": [6.28, 7.27], "s2": 2.016, "e_lumo_ev": [0.712, -1.932], "elements": ["C", "C", "C", "C", "C", "C", "C", "C", "O", "Si", "Br", "H", "H", "H", "H", "H", "H", "H", "H", "H", "H", "H", "H", "H", "H", "H"], "positions_angstrom": [[-0.27, -0.45, -1.63], [-0.05, -1.74, -1.76], [0.92, 0.69, -0.40], [-0.76, -2.59, -2.81], [1.07, -2.49, -1.05], [-1.83, 1.70, 1.04], [0.37, 0.08, 2.58], [1.02, 3.19, 1.61], [1.96, 0.90, -0.86], [0.09, 1.45, 1.22], [-1.50, 0.59, -2.51], [-0.28, -2.36, -3.82], [-1.70, -2.24, -2.93], [-0.76, -3.56, -2.48], [0.57, -3.40, -0.62], [1.53, -1.84, -0.30], [1.78, -2.92, -1.69], [-2.14, 2.80, 0.96], [-2.12, 1.03, 0.26], [-2.47, 1.53, 1.99], [0.29, 0.53, 3.60], [-0.54, -0.53, 2.41], [1.28, -0.62, 2.34], [2.02, 2.91, 1.37], [0.80, 3.88, 0.81], [0.71, 3.50, 2.69]]}

Entry 9:
{"formula": "C4H4FN", "method": "the ωB97M-V functional and the def2-TZVPD basis", "relative_energy_kj_mol": 93.4, "spin_multiplicity": 1, "homo_lumo_gap_ev": 11.16, "smiles": "C=C(F)CC#N", "e_lumo_ev": 0.738, "elements": ["C", "C", "F", "C", "C", "N", "H", "H", "H", "H"], "positions_angstrom": [[1.34, -0.57, -0.65], [0.59, 0.30, -0.02], [0.71, 1.64, -0.31], [-0.54, 0.09, 0.80], [-1.69, 0.27, -0.14], [-2.61, 0.29, -0.85], [2.26, -0.33, -1.19], [1.18, -1.61, -0.48], [-0.65, 0.75, 1.59], [-0.59, -0.84, 1.26]]}

Entry 10:
{"formula": "C2H5N5O", "method": "the ωB97M-V functional and the def2-TZVPD basis", "relative_energy_kj_mol": 502.1, "spin_multiplicity": 1, "homo_lumo_gap_ev": 6.47, "e_lumo_ev": -0.989, "elements": ["C", "C", "H", "H", "H", "H", "H", "N", "N", "N", "N", "N", "O"], "positions_angstrom": [[0.50, -0.56, -0.16], [-1.76, -0.49, 0.01], [2.63, -0.21, 1.31], [3.59, -0.51, -0.24], [-3.64, 0.17, -0.26], [-1.56, 1.90, -0.21], [0.69, 1.52, -0.56], [2.60, -0.22, 0.16], [1.63, -1.15, -0.11], [-0.76, -1.31, -0.16], [-1.18, 0.87, 0.06], [0.23, 0.88, -0.03], [-2.97, -0.87, 0.21]]}

Entry 11:
{"formula": "C3H10NO", "method": "the ωB97M-V functional and the def2-TZVPD basis", "total_charge": -1, "relative_energy_kj_mol": 150.8, "spin_multiplicity": 1, "homo_lumo_gap_ev": 6.35, "e_lumo_ev": 4.427, "elements": ["C", "O", "H", "H", "H", "C", "C", "N", "H", "H", "H", "H", "H", "H", "H"], "positions_angstrom": [[-2.22, 0.05, 0.38], [-1.63, -1.14, 0.27], [-2.33, 0.60, -0.60], [-1.93, 0.76, 1.26], [-3.38, -0.08, 0.56], [1.12, 1.22, 0.09], [1.35, -0.33, 0.13], [0.97, -1.08, -1.04], [0.04, 1.32, 0.15], [1.52, 1.59, -0.87], [1.57, 1.61, 1.01], [0.64, -0.77, 0.85], [2.38, -0.57, 0.47], [0.40, -1.87, -0.79], [1.51, -1.31, -1.86]]}

Entry 12:
{"formula": "C6H8", "method": "the ωB97M-V functional and the def2-TZVPD basis", "relative_energy_kj_mol": 672.0, "spin_multiplicity": 1, "homo_lumo_gap_ev": 9.59, "e_lumo_ev": 1.225, "elements": ["C", "C", "C", "C", "C", "C", "H", "H", "H", "H", "H", "H", "H", "H"], "positions_angstrom": [[-1.18, -0.56, 0.90], [0.08, -0.90, 1.20], [-0.36, -1.10, -0.22], [0.46, -0.14, -1.08], [0.43, 1.31, -0.77], [1.38, 0.59, -0.15], [-1.28, 0.93, 0.57], [-2.19, -0.61, 1.27], [0.67, -1.34, 1.99], [-0.61, -2.08, -0.64], [0.75, -0.47, -2.08], [0.27, 2.26, -1.27], [-0.82, 1.46, 0.10], [2.40, 0.66, 0.17]]}

| no. | calculated total energy (eV) | M (g/mol) |
| --- | --- | --- |
| 1 | -76436.8854 | 626.72 |
| 2 | -7449.4713 | 96.17 |
| 3 | -24264.6855 | 173.22 |
| 4 | -6595.7478 | 70.08 |
| 5 | -37241.2974 | 415.53 |
| 6 | -20359.1634 | 134.20 |
| 7 | -342489.0966 | 1047.94 |
| 8 | -88501.3141 | 235.20 |
| 9 | -8418.8283 | 85.08 |
| 10 | -11647.3405 | 115.10 |
| 11 | -6809.2117 | 76.12 |
| 12 | -6343.8196 | 80.13 |